{
  "formula": "C47H101N5O6",
  "method": "ωB97M-V with the def2-TZVPD basis set",
  "total_energy_ev": -70104.991,
  "relative_energy_ev": 3.8600,
  "smiles": "CC1(C)CCCC(C)(C)N1O.CC1(C)CCCC(C)(C)N1O.CC1(C)CCCC(C)(C)N1O.CC1(C)CCCC(C)(C)N1O.CC1(C)CCCC(C)(C)N1O.CCO",
  "elements": ["C", "C", "C", "C", "C", "C", "C", "C", "C", "N", "O", "H", "H", "H", "H", "H", "H", "H", "H", "H", "H", "H", "H", "H", "H", "H", "H", "H", "H", "H", "C", "C", "C", "C", "C", "C", "C", "C", "C", "N", "O", "H", "H", "H", "H", "H", "H", "H", "H", "H", "H", "H", "H", "H", "H", "H", "H", "H", "H", "H", "C", "C", "C", "C", "C", "C", "C", "C", "C", "N", "O", "H", "H", "H", "H", "H", "H", "H", "H", "H", "H", "H", "H", "H", "H", "H", "H", "H", "H", "H", "C", "C", "C", "C", "C", "C", "C", "C", "C", "N", "O", "H", "H", "H", "H", "H", "H", "H", "H", "H", "H", "H", "H", "H", "H", "H", "H", "H", "H", "H", "C", "C", "C", "C", "C", "C", "C", "C", "C", "N", "O", "H", "H", "H", "H", "H", "H", "H", "H", "H", "H", "H", "H", "H", "H", "H", "H", "H", "H", "H", "C", "C", "O", "H", "H", "H", "H", "H", "H"],
  "coordinates": [[13.1171, 20.6712, 17.9517], [12.6248, 19.2058, 17.8763], [12.9438, 18.4858, 19.1760], [11.1021, 19.0656, 17.7397], [10.5904, 19.4162, 16.3779], [11.2028, 18.4612, 15.3577], [12.7473, 18.6052, 15.3931], [13.3983, 17.5868, 14.5269], [13.2232, 19.9617, 14.7657], [13.2028, 18.3324, 16.8427], [14.6143, 18.4432, 16.8925], [12.6511, 21.0948, 18.8029], [14.1695, 20.8510, 18.1438], [12.7779, 21.2538, 17.0442], [12.8650, 17.3896, 19.1410], [14.0172, 18.6416, 19.4808], [12.3215, 18.7886, 20.0407], [10.6890, 18.0675, 18.0481], [10.6318, 19.6557, 18.4641], [9.5314, 19.2250, 16.3462], [10.6401, 20.4894, 16.1546], [10.8485, 18.5925, 14.3371], [10.9618, 17.4034, 15.6645], [13.2225, 17.8226, 13.4956], [12.9514, 16.6120, 14.7291], [14.5036, 17.5903, 14.7349], [12.6550, 20.7971, 15.0994], [12.9485, 19.8314, 13.6669], [14.2591, 20.0802, 14.7278], [14.8664, 19.3861, 16.8478], [13.9180, 8.2715, 16.0601], [15.4589, 8.5357, 16.0730], [16.1543, 7.3545, 15.4108], [15.7076, 9.7502, 15.2418], [15.3809, 11.0946, 15.9261], [16.0130, 11.1568, 17.2543], [15.5582, 10.0402, 18.1827], [16.3319, 10.2032, 19.5225], [14.0744, 9.9591, 18.5660], [16.0676, 8.7991, 17.4666], [15.7181, 7.6969, 18.2045], [13.6428, 7.9100, 17.0589], [13.3747, 9.2126, 15.8836], [13.6021, 7.5874, 15.2447], [17.2221, 7.3590, 15.5526], [15.7606, 6.4296, 15.7882], [15.9358, 7.3054, 14.3457], [16.8252, 9.7606, 14.9453], [15.1465, 9.5632, 14.3219], [15.8040, 11.8486, 15.3343], [14.3274, 11.1999, 16.0772], [15.7871, 12.1595, 17.6902], [17.0880, 11.0930, 17.1589], [17.4094, 10.1548, 19.4434], [16.0027, 9.4522, 20.2405], [16.0905, 11.2639, 19.9151], [13.9536, 9.0134, 19.0207], [13.4184, 10.0424, 17.7062], [13.9680, 10.7851, 19.2878], [16.4532, 7.0741, 18.1249], [14.5511, 15.3364, 9.2263], [15.1555, 13.9354, 9.4994], [16.2874, 13.6274, 8.4417], [15.8370, 13.8775, 10.8674], [14.7662, 13.8837, 11.9540], [13.7797, 12.7453, 11.6757], [13.1453, 12.7759, 10.3398], [12.4910, 11.3832, 10.0843], [11.9595, 13.8025, 10.2771], [14.2499, 12.8806, 9.3873], [13.8319, 12.6876, 8.0046], [13.9217, 15.3350, 8.3411], [13.8248, 15.6904, 10.0021], [15.2762, 16.0773, 8.9750], [17.1566, 14.1994, 8.6749], [16.5745, 12.5739, 8.6207], [16.0560, 13.6617, 7.3539], [16.4657, 12.9708, 10.9298], [16.5457, 14.7278, 10.9822], [15.1946, 13.7653, 12.9042], [14.2212, 14.8652, 12.1332], [13.0376, 12.7679, 12.5596], [14.3241, 11.7869, 11.8481], [13.2372, 10.5546, 10.0726], [11.9743, 11.3541, 9.1263], [11.7309, 11.0659, 10.8559], [12.1625, 14.7089, 10.8083], [10.9803, 13.4345, 10.6194], [11.7450, 14.1145, 9.1860], [13.0766, 13.2567, 7.8204], [17.0128, 16.7126, 13.6861], [17.9858, 16.1128, 14.7425], [19.2194, 16.9244, 14.6311], [17.3822, 16.0587, 16.0706], [18.1742, 15.2320, 17.0399], [18.4662, 13.8198, 16.4573], [19.0153, 13.7187, 15.0059], [20.5193, 13.9999, 14.9507], [18.7565, 12.3393, 14.4733], [18.1628, 14.6250, 14.2521], [18.5856, 14.6179, 12.8674], [16.5384, 17.5844, 14.1475], [17.4771, 16.8318, 12.7361], [16.2381, 16.0232, 13.5027], [18.9755, 17.9600, 14.7409], [19.9268, 16.7518, 15.4395], [19.7861, 16.7939, 13.6992], [17.2038, 17.0314, 16.4765], [16.3889, 15.5993, 15.9147], [19.0590, 15.7052, 17.4190], [17.6939, 15.0126, 18.0268], [17.5571, 13.1822, 16.4950], [19.1072, 13.2876, 17.1351], [20.9092, 14.7496, 15.6444], [20.8140, 14.2515, 13.9199], [20.9725, 13.0828, 15.3129], [19.4447, 12.0915, 13.6846], [17.7208, 12.2677, 14.1862], [18.8957, 11.5419, 15.1961], [17.7253, 14.3952, 12.4989], [10.0719, 14.1945, 14.3297], [9.6671, 12.9830, 15.1454], [8.0563, 12.7411, 15.1621], [10.3415, 11.8411, 14.3876], [10.3384, 10.5702, 15.1932], [11.0108, 10.8836, 16.4893], [10.2642, 11.9799, 17.3416], [8.9292, 11.4960, 17.9533], [11.1949, 12.3520, 18.5030], [10.2615, 13.0850, 16.4208], [9.7668, 14.2440, 17.1054], [9.9156, 15.1286, 14.9346], [11.0788, 13.9736, 14.0621], [9.5300, 14.3342, 13.3977], [7.7074, 13.1564, 16.1377], [7.5527, 13.2559, 14.2738], [7.8961, 11.6488, 15.1546], [9.8699, 11.6686, 13.3857], [11.3770, 12.1074, 14.1785], [9.3706, 10.1125, 15.3747], [10.8550, 9.7875, 14.6235], [12.0091, 11.3154, 16.3130], [11.0727, 9.9512, 17.0647], [8.1602, 12.3202, 18.0235], [9.0632, 11.0547, 18.9080], [8.4628, 10.7402, 17.2592], [11.4703, 11.4343, 19.0856], [10.6968, 13.1342, 19.1232], [12.0954, 12.8170, 18.0824], [10.5712, 14.7629, 17.3045], [13.8839, 14.2519, 16.3060], [13.4191, 15.0638, 17.4524], [12.1893, 15.7497, 17.2550], [14.8771, 13.8692, 16.5295], [13.9967, 14.7122, 15.3222], [13.3554, 13.3599, 16.1964], [14.1564, 15.7856, 17.6885], [13.2780, 14.3099, 18.2811], [12.4323, 16.6937, 17.0513]],
  "forces_ev_per_angstrom": [[-0.9, 0.0, -1.9], [-0.4, -1.3, 1.0], [1.7, -0.2, 1.9], [-0.1, -0.7, -0.4], [-0.9, -0.3, -0.8], [1.1, -0.2, 0.7], [0.2, 1.0, 0.3], [1.1, -1.2, 0.6], [-2.7, -1.6, -1.6], [0.0, 1.3, -1.9], [0.4, -0.2, 0.1], [-0.7, 0.5, 0.9], [0.3, -0.4, -0.3], [0.5, -0.5, 1.1], [-0.3, 0.4, -0.5], [-0.9, 0.1, -0.2], [0.2, 0.2, -0.6], [1.0, 0.3, -0.6], [-0.5, 1.4, 1.2], [-0.7, 0.0, 0.2], [0.6, -0.2, -0.2], [0.0, 0.1, 0.0], [0.1, 0.9, -0.3], [0.0, 0.0, -0.6], [0.3, -0.2, 0.0], [-1.1, -0.3, -0.4], [0.0, 0.8, 0.4], [0.2, 0.4, 1.3], [1.7, 0.4, 0.5], [-0.4, -0.3, -0.1], [0.1, 0.3, 0.4], [-0.4, 0.5, 0.6], [-0.3, -0.2, 0.3], [1.9, 0.8, -0.9], [0.0, -2.2, -0.6], [-0.4, 0.9, 1.4], [1.3, -0.9, 0.1], [-0.8, 1.3, 0.1], [1.1, 1.6, -0.6], [-0.5, 0.9, -2.0], [-0.3, -1.8, 1.6], [-0.3, -0.3, -0.6], [0.1, -0.3, 0.1], [0.4, 0.2, 0.6], [0.5, 0.2, 0.0], [-0.1, -0.6, 0.4], [0.0, 0.4, -0.1], [-1.5, 0.1, 0.4], [0.1, 0.5, -0.1], [0.1, 1.4, -1.1], [-0.8, 0.3, -0.4], [0.1, -0.7, 0.1], [0.4, -0.1, 0.1], [0.3, -0.1, -0.4], [0.0, 0.1, 0.1], [0.3, -1.7, -0.4], [-0.5, -0.9, 0.7], [-0.2, 0.3, 0.3], [-0.7, -0.4, -0.3], [-0.1, 0.3, 0.1], [-1.5, -0.3, 0.3], [2.3, 2.0, -1.8], [-0.6, -1.2, 0.1], [0.0, 0.7, 0.4], [-1.0, 0.8, -0.6], [0.2, -0.2, 3.6], [-2.1, -1.5, -0.7], [-0.2, -1.0, 0.6], [-0.1, 0.2, -2.3], [-2.0, -1.7, -0.8], [0.4, -0.1, 1.1], [-0.1, -0.4, -0.4], [1.1, -0.2, -0.3], [0.8, 0.6, 0.4], [0.6, 0.7, 0.0], [-0.1, 0.4, -0.1], [-0.2, 0.4, 0.9], [-0.5, 0.1, 0.0], [-0.5, -0.2, -0.3], [0.8, -0.6, 1.5], [0.6, -0.8, -0.9], [0.5, -0.1, -1.6], [-0.3, 0.5, -0.5], [-0.2, 0.8, -0.1], [0.0, 0.1, -0.1], [0.7, 0.8, -0.5], [0.2, 0.6, 0.4], [0.6, -0.3, 0.2], [0.4, -0.4, 1.5], [-0.1, 0.4, 0.2], [0.1, -0.2, 1.8], [0.3, -1.6, -3.8], [1.9, 0.1, 0.5], [-1.5, -0.9, 1.1], [-0.2, -2.0, 0.9], [-0.6, -0.2, -0.1], [-0.1, 1.2, 1.4], [0.1, 0.0, 0.1], [0.0, -0.8, 0.2], [-0.4, 1.7, 0.3], [-0.4, 0.1, 0.8], [0.3, 0.3, -0.6], [0.6, 0.8, -0.5], [-1.3, -1.0, 0.0], [-0.3, 0.9, -0.2], [0.1, -0.3, 0.1], [-0.5, -0.1, 0.1], [-0.1, 0.9, 0.1], [0.2, 0.1, 0.3], [0.9, 0.5, -0.5], [-0.4, 0.4, -0.9], [0.1, 0.8, -0.2], [0.8, -0.2, 0.3], [-0.4, 0.3, -0.2], [0.1, -0.3, 0.4], [0.5, -0.3, -0.4], [0.0, 0.0, -0.7], [-0.3, -0.1, -0.5], [0.2, 0.1, 0.6], [0.3, -0.1, -0.6], [-1.1, 1.5, 0.9], [-2.3, -0.5, -2.2], [1.1, 0.8, 0.0], [-1.0, -0.9, -0.8], [0.4, -0.5, -0.7], [-0.2, -0.3, 1.4], [1.0, -1.4, 0.0], [-1.5, 0.5, -2.5], [-0.1, 0.2, 0.3], [0.5, 1.4, 1.4], [-0.2, -0.1, -0.1], [0.5, -0.8, -0.7], [1.1, 0.8, -0.1], [-0.3, -0.3, 0.0], [-0.1, -0.2, -1.0], [0.7, -0.8, 1.3], [-0.3, 0.6, -0.1], [0.1, 0.4, 0.7], [0.2, 0.0, 0.1], [-0.5, 0.3, 0.0], [0.3, 0.1, 0.2], [-0.1, -0.4, 0.0], [0.3, 0.3, 0.2], [1.0, -0.7, 0.2], [0.2, -0.4, 0.9], [0.3, 0.6, 0.8], [-0.3, 0.9, -0.3], [0.4, -0.8, -0.1], [-0.1, -0.3, 0.2], [-0.1, 0.0, -0.3], [1.6, 0.1, -0.9], [-1.1, -0.9, 0.7], [-0.1, 0.2, -0.2], [0.4, 0.2, 0.2], [-0.3, 0.4, 0.2], [-1.5, -1.3, -0.4], [0.9, 0.7, 0.6], [0.2, 1.2, -0.4], [0.0, -0.7, 0.2]],
  "lowdin_charge": [-0.004, -0.506, -0.044, -0.145, -0.182, -0.108, -0.473, -0.050, -0.015, -0.097, -0.038, 0.074, 0.081, 0.088, 0.080, 0.099, 0.097, 0.147, 0.102, 0.108, 0.116, 0.125, 0.123, 0.081, 0.075, 0.083, 0.049, 0.110, 0.060, 0.093, -0.020, -0.498, -0.047, -0.141, -0.184, -0.174, -0.479, -0.037, -0.022, -0.078, -0.049, 0.078, 0.055, 0.097, 0.082, 0.072, 0.089, 0.143, 0.119, 0.075, 0.082, 0.124, 0.111, 0.073, 0.075, 0.111, 0.070, 0.038, 0.094, 0.114, -0.013, -0.534, -0.023, -0.133, -0.182, -0.151, -0.515, -0.042, -0.020, -0.088, -0.014, 0.072, 0.077, 0.072, 0.064, 0.091, 0.089, 0.135, 0.119, 0.070, 0.126, 0.136, 0.133, 0.095, 0.071, 0.092, 0.048, 0.080, 0.101, 0.075, -0.018, -0.484, -0.042, -0.161, -0.152, -0.108, -0.540, -0.025, -0.041, -0.060, -0.035, 0.082, 0.076, 0.048, 0.082, 0.073, 0.100, 0.117, 0.119, 0.096, 0.123, 0.090, 0.113, 0.074, 0.091, 0.081, 0.084, 0.071, 0.085, 0.049, -0.031, -0.514, 0.009, -0.159, -0.197, -0.145, -0.499, -0.016, -0.031, -0.097, -0.036, 0.093, 0.051, 0.079, 0.066, 0.094, 0.058, 0.141, 0.095, 0.099, 0.115, 0.098, 0.125, 0.093, 0.060, 0.084, 0.096, 0.102, 0.051, 0.063, -0.079, -0.288, -0.122, 0.057, 0.073, 0.031, 0.094, 0.120, 0.041]
}